14
Properties=species:S:1:pos:R:3 method="wB97M-V/def2-TZVPD" homo_energy_ev=-12.612 total_charge=+1 de_lowest_kcal_mol=112.1 largest_force_ev_per_a=7.7
H 0.177 -0.289 1.401
H -0.785 0.807 -0.219
N 1.122 -0.188 1.145
O -1.309 -0.019 -0.185
H -4.437 -0.128 -1.239
H -3.610 -1.625 -0.673
C 3.624 0.103 0.674
C -3.558 -0.525 -0.932
H -2.734 1.324 -0.757
C 2.151 -0.061 0.574
H 3.849 -0.736 -0.085
H 3.505 0.782 -0.183
H 4.614 0.262 1.104
C -2.607 0.292 -0.626